27
Properties=species:S:1:pos:R:3:forces:R:3:nbo_charge:R:1 method="wB97M-V/def2-TZVPD" charge=+3 e_homo_ha=-0.7408
C -1.426257 -2.729036 0.481309 0.644 0.866 -1.059 -0.59
C -0.312337 -1.780135 -0.084159 0.254 -0.650 0.588 -0.22
C 1.062820 -2.469215 -0.077079 -0.775 0.262 -0.063 -0.61
C -0.350617 -0.518050 0.796623 -0.520 0.819 -1.213 -0.38
C 0.705646 0.594355 0.362776 0.189 -0.957 1.287 -0.27
N -0.025970 1.823675 -0.048716 1.869 0.161 -0.834 -0.89
P 0.745261 3.297532 0.199568 -0.851 -3.217 1.946 2.36
O 0.212492 3.879596 1.527575 -0.217 1.647 -1.889 -0.83
O 2.278321 3.150572 0.268138 -0.652 1.502 -0.987 -0.84
S -0.636570 1.865763 -1.641184 -2.919 0.406 0.236 2.54
O -1.244149 3.152474 -1.634916 1.010 1.497 0.251 -0.80
O -1.447663 0.749317 -1.847514 0.708 -0.819 -0.220 -0.79
F 0.586999 1.905325 -2.523985 0.586 -0.380 -0.021 -0.39
H -1.581710 -2.493434 1.528152 -0.430 -0.495 0.162 0.27
H -2.365254 -2.566193 -0.111009 0.399 0.616 1.317 0.10
H -1.109966 -3.763573 0.319968 -0.045 -0.126 0.399 0.23
H -0.512237 -1.540329 -1.127640 -0.252 0.243 -0.039 0.21
H 1.744916 -1.868615 -0.672201 0.407 -0.149 0.100 0.21
H 1.432743 -2.633654 0.930531 0.174 0.007 0.081 0.24
H 0.956146 -3.433752 -0.566141 0.258 -0.106 -0.079 0.24
H -0.255031 -0.733112 1.857463 0.423 -0.011 0.076 0.27
H -1.333739 -0.055200 0.689028 -0.180 -0.078 0.105 0.24
H 1.263562 0.832758 1.266409 0.079 0.159 0.046 0.26
H 1.431548 0.240464 -0.364272 -0.170 0.118 -0.375 0.26
H 0.280393 4.870448 1.544903 -0.370 -0.010 1.015 0.59
H 2.706696 4.006174 0.526641 0.906 -0.436 0.149 0.59
Al -2.806041 -3.784155 -1.600268 -0.525 -0.868 -0.976 1.00

50
Properties=species:S:1:pos:R:3:forces:R:3:nbo_charge:R:1 method="wB97M-V/def2-TZVPD" smiles="O=C[C@H](CS)NCO.O.O.O.O.O.O.O.O.O.O.O" e_homo_ha=-0.3594 de_lowest_kcal_mol=93.7
O 2.802394 -0.638213 -1.779043 -0.639 3.009 -0.293 -0.53
C 2.280488 0.461383 -1.559652 0.765 -3.087 1.143 0.44
C 1.148799 0.548350 -0.537978 -0.284 -0.488 0.131 -0.19
C 1.448638 1.685721 0.441302 -0.817 -0.255 1.432 -0.53
S 0.268453 3.089490 0.287806 1.257 0.375 -0.129 -0.04
N 1.087692 -0.722620 0.275542 -1.549 0.897 -1.598 -0.69
C 0.937455 -1.953468 -0.514570 3.450 -2.352 1.593 0.08
O 0.184336 -2.964667 0.186995 -0.246 0.023 -2.180 -0.73
H 2.689535 1.431069 -1.808636 0.390 0.341 -0.937 0.14
H 0.201559 0.836564 -1.068064 0.569 -0.853 0.438 0.23
H 1.320985 1.285665 1.472245 -0.025 0.228 -0.628 0.24
H 2.491442 2.005554 0.445222 -0.156 0.466 -0.423 0.24
H -0.847884 2.390010 0.415697 -0.305 -0.375 0.073 0.15
H 1.910423 -0.678669 0.857011 0.302 -0.641 0.021 0.39
H 0.485173 -1.805266 -1.474770 0.119 0.342 -0.525 0.18
H 1.967872 -2.520933 -0.512807 -1.658 1.553 -1.131 0.17
H 0.059751 -2.499097 0.962875 -1.146 0.961 3.161 0.46
O 2.396672 -1.530109 4.420334 -2.107 1.797 0.126 -0.96
H 1.402819 -1.357611 4.385879 1.798 -0.184 -0.066 0.49
H 2.460426 -2.455992 4.295390 0.302 -1.519 -0.230 0.47
O -2.272051 -0.589282 -3.680016 1.983 -0.800 3.956 -1.01
H -3.019767 -0.689143 -4.195562 -2.432 -0.585 -1.689 0.47
H -2.492532 -1.022677 -2.712112 0.348 1.447 -2.666 0.51
O -2.434474 1.938773 -2.747418 0.073 1.688 0.747 -0.99
H -1.677997 2.384653 -3.141848 -0.077 0.181 0.118 0.48
H -2.443036 1.076101 -3.133722 0.122 -1.689 -0.773 0.50
O 2.152162 -3.973903 2.324801 2.143 -1.482 -0.021 -0.92
H 1.400451 -3.641451 2.731018 -2.322 0.860 1.400 0.46
H 2.208459 -3.491864 1.521524 0.163 0.483 -1.208 0.46
O -2.855296 -0.897967 -1.135252 -5.678 -0.469 -3.877 -0.94
H -2.098879 -1.022045 -0.718835 5.204 -0.240 3.584 0.48
H -3.345663 -0.090300 -0.974389 0.617 0.316 0.746 0.51
O -1.137794 -3.855335 3.632236 0.170 -3.407 1.291 -0.94
H -1.310020 -2.966902 3.669170 -0.468 3.595 -0.100 0.48
H -0.761570 -4.053784 2.798421 0.377 -0.226 -1.314 0.46
O -2.911058 1.807804 -0.044671 -3.504 1.596 1.861 -0.99
H -2.688579 1.859332 -0.947727 1.281 0.041 -2.640 0.50
H -3.752120 2.407698 -0.114287 2.156 -1.561 0.776 0.48
O -0.358085 -0.893840 3.145792 -1.009 0.967 -0.234 -1.04
H -1.136838 -0.296738 3.456455 1.781 -1.138 -0.809 0.51
H -0.093045 -0.622214 2.230334 -0.365 -0.101 1.038 0.48
O -2.494160 0.658960 3.406018 1.696 -1.784 -1.689 -0.96
H -2.579252 0.684917 2.435844 -0.346 0.346 0.603 0.50
H -3.085098 1.233269 3.808593 -1.722 1.710 0.918 0.49
O 0.826451 4.562369 -2.777686 -0.727 0.631 3.361 -0.93
H 0.820394 3.863896 -2.084211 -0.243 1.057 0.156 0.46
H 1.017561 4.019807 -3.475257 0.924 -1.713 -3.554 0.45
O 1.365094 0.674116 -4.157931 -1.906 0.338 -0.580 -0.94
H 1.545127 -0.200163 -4.488791 0.865 -0.758 0.036 0.48
H 0.435402 0.721245 -4.496223 0.874 0.458 0.584 0.47

17
Properties=species:S:1:pos:R:3:forces:R:3:nbo_charge:R:1 method="wB97M-V/def2-TZVPD" smiles="C[C@](N)(O)NC(N)=O" e_homo_ha=-0.3462 de_lowest_kcal_mol=23.3
C -0.894694 -1.389240 -1.348718 -0.197 0.342 0.165 -0.62
C -0.820771 -0.262590 -0.327412 0.467 -0.623 -0.405 0.53
N -1.563285 -0.601615 0.859424 -0.201 -0.028 0.105 -0.84
O -1.356574 0.886976 -0.899699 -0.100 0.285 -0.063 -0.71
N 0.607540 -0.042662 0.001879 1.820 0.141 -0.763 -0.68
C 0.971839 1.037989 0.731764 0.914 -1.217 0.102 0.79
N 2.374825 1.027458 0.800742 0.380 1.234 1.017 -0.88
O 0.225322 1.764522 1.356077 0.029 0.416 0.085 -0.67
H -1.940494 -1.568439 -1.577364 -0.063 -0.032 -0.012 0.24
H -0.454079 -2.297908 -0.947013 0.073 -0.064 0.016 0.21
H -0.382122 -1.089693 -2.258777 0.093 -0.022 -0.049 0.22
H -1.197845 -1.442923 1.290558 0.032 0.084 -0.024 0.36
H -1.498467 0.158411 1.531109 0.051 -0.122 -0.010 0.38
H -1.328169 1.586776 -0.226853 0.023 -0.109 -0.132 0.49
H 1.527971 -0.357804 -0.445152 -2.891 -0.481 0.112 0.40
H 2.763505 1.672662 1.468998 -0.057 0.188 -0.073 0.40
H 2.965497 0.918082 -0.009561 -0.372 0.008 -0.071 0.39